C4H16FeO12S2 | wB97M-V/def2-TZVPD

ORCA input file:
```
! wB97M-V def2-TZVPD RIJCOSX def2/J DEFGRID3
* xyz -1 6
Fe -0.31 -0.13 -0.08
S -0.24 -0.18 -2.87
O -1.28 -0.99 -3.50
O 0.61 0.48 -3.82
O -0.82 0.62 -1.80
O 0.44 -0.74 -1.75
S -2.21 -2.02 -0.19
O -3.02 -2.77 0.81
O -2.27 -0.58 0.03
O -0.74 -1.98 0.07
O -2.60 -2.39 -1.55
C 1.46 2.40 -0.87
O 1.36 1.22 -0.11
H 0.45 2.75 -1.09
H 2.00 3.17 -0.32
H 1.87 2.24 -1.87
H 2.31 1.04 -0.08
C 3.03 -2.47 -0.30
O 2.21 -1.56 0.38
H 2.46 -3.10 -0.98
H 3.69 -1.93 -0.98
H 3.70 -3.07 0.32
H 2.63 -1.34 1.21
C -0.63 -1.06 2.96
O -0.10 -0.14 1.99
H -0.40 -0.82 4.00
H -1.67 -1.41 2.95
H 0.11 -1.83 2.76
H 0.38 0.49 2.52
C -2.29 2.84 0.10
O -1.30 1.92 0.64
H -3.03 2.30 -0.49
H -2.71 3.39 0.94
H -1.89 3.59 -0.59
H -1.24 2.10 1.58
*
```

Summary:
- Electronic energy: -85032.32775 eV
- Expectation value of S²: 8.759
- Kohn-Sham gap (alpha / beta): 0.22862 / 0.22712 hartree
- Highest occupied orbital energy (alpha / beta): -4.54 / -4.50 eV
- Relative energy (zero: lowest compared OMol25 entry of this formula, charge and spin): 91.0 kcal per mole
- F_max: 0.232 Eh/bohr